1.
DFT (ωB97M-V with the def2-TZVPD basis set) results for a structure of composition C32H23BrN4O4PtSSe2.

The calculation puts the relative energy (zero: lowest compared OMol25 entry of this formula, charge and spin) at 0.0 kcal per mole. The value obtained for the frontier orbital gap is 7.02 eV. The value obtained for the total energy is -262526.4193 eV. As for the charge: 0.

```
68
Properties=species:S:1:pos:R:3:lowdin_charge:R:1
Pt 0.24 -0.09 -1.04 1.168
Se 3.23 1.26 1.22 0.671
Se 3.59 0.99 -1.07 0.678
C 3.16 -0.88 -1.21 -0.654
C 4.22 -1.76 -1.36 -0.098
C 3.97 -3.11 -1.56 -0.043
C 2.66 -3.54 -1.63 -0.027
C 1.64 -2.61 -1.46 -0.103
N 1.89 -1.30 -1.26 -0.134
C 1.85 2.61 1.23 -0.683
C 1.53 3.12 2.49 -0.192
C 0.55 4.08 2.56 -0.062
C -0.06 4.51 1.39 -0.061
C 0.37 3.96 0.20 -0.136
N 1.30 3.02 0.11 0.038
H 5.23 -1.38 -1.30 0.098
H 4.79 -3.81 -1.67 0.115
H 2.40 -4.57 -1.79 0.115
H 0.60 -2.89 -1.47 0.105
H 2.04 2.76 3.38 0.074
H 0.25 4.49 3.52 0.113
H -0.85 5.25 1.40 0.109
H -0.07 4.29 -0.74 0.103
O -3.82 1.51 -0.71 -0.293
S -2.63 1.27 0.05 0.625
O -2.31 2.20 1.11 -0.294
N -1.36 1.17 -1.00 -0.255
C -1.37 2.04 -2.08 -0.279
C -2.13 3.19 -2.25 -0.029
C -2.03 3.95 -3.43 -0.062
C -1.17 3.63 -4.44 -0.047
C -0.35 2.49 -4.30 -0.151
C 0.57 2.06 -5.28 0.004
C 1.33 0.95 -5.06 -0.039
C 1.21 0.27 -3.84 -0.118
N 0.37 0.65 -2.90 -0.063
C -0.44 1.73 -3.11 -0.143
C -2.80 -0.33 0.77 -0.297
C -3.32 -1.36 0.00 -0.056
C -3.60 -2.57 0.61 -0.070
C -3.38 -2.73 1.98 -0.069
C -2.88 -1.69 2.73 -0.070
C -2.58 -0.47 2.13 -0.084
H -2.82 3.49 -1.49 0.105
H -2.65 4.83 -3.51 0.110
H -1.11 4.22 -5.34 0.110
H 0.66 2.62 -6.20 0.122
H 2.04 0.59 -5.79 0.109
H 1.81 -0.61 -3.63 0.105
H -3.52 -1.20 -1.05 0.120
H -4.01 -3.39 0.03 0.107
H -3.61 -3.68 2.45 0.107
H -2.71 -1.81 3.80 0.114
H -2.20 0.37 2.70 0.073
Br 0.47 0.33 3.69 0.906
C 0.52 -1.57 3.71 -0.564
C 0.80 -2.14 4.95 -0.139
C 0.84 -3.51 5.09 -0.082
C 0.59 -4.32 3.99 -0.075
C 0.31 -3.75 2.77 -0.021
C 0.27 -2.36 2.59 -0.149
C -0.04 -1.90 1.18 -0.615
O -0.46 -2.73 0.38 0.003
O 0.23 -0.67 0.91 -0.260
H 0.98 -1.49 5.79 0.091
H 1.07 -3.95 6.06 0.104
H 0.61 -5.40 4.09 0.102
H 0.09 -4.35 1.90 0.117
```

***

2.
DFT (ωB97M-V with the def2-TZVPD basis set) results for a structure of composition C32H23Cl2N5S3Sc in a non-equilibrium geometry.

The calculation puts the relative energy (zero: lowest compared OMol25 entry of this formula, charge and spin) at 1.8 kcal per mole. The value obtained for the frontier orbital gap is 7.37 eV. The value obtained for the total energy is -119258.4850 eV. As for the charge: +1.

```
66
Properties=species:S:1:pos:R:3:lowdin_charge:R:1
Sc -0.27 -0.02 -0.02 0.757
S -0.86 1.98 -4.16 1.053
C -1.98 2.77 -3.14 -0.407
C -2.01 2.26 -1.88 -0.214
C -1.09 1.19 -1.65 -0.257
C -0.39 0.94 -2.82 -0.522
C 0.63 -0.06 -2.97 -0.299
C 1.22 -0.35 -4.20 -0.014
C 2.23 -1.29 -4.27 -0.030
C 2.62 -1.94 -3.10 -0.037
C 1.95 -1.64 -1.93 -0.122
N 0.98 -0.72 -1.84 -0.006
H -2.56 3.59 -3.53 0.067
H -2.67 2.64 -1.11 0.093
H 0.88 0.17 -5.08 0.095
H 2.70 -1.52 -5.21 0.119
H 3.41 -2.67 -3.10 0.112
H 2.21 -2.15 -1.00 0.111
Cl -0.12 -2.47 1.16 0.789
C 1.38 -2.70 2.02 -0.625
C 1.66 -3.93 2.58 -0.104
C 2.89 -4.12 3.20 -0.073
C 3.81 -3.08 3.25 -0.098
C 3.50 -1.85 2.71 -0.691
Cl 4.64 -0.57 2.77 0.695
C 2.26 -1.61 2.09 -0.699
S 1.88 -0.05 1.45 0.653
H 0.95 -4.73 2.51 0.108
H 3.13 -5.07 3.64 0.110
H 4.78 -3.24 3.70 0.110
N -3.84 -0.60 0.49 0.140
C -3.21 -0.06 1.59 -0.267
C -4.04 0.37 2.64 0.010
C -3.48 0.92 3.77 -0.031
C -2.09 0.96 3.86 -0.042
C -1.35 0.51 2.80 -0.163
N -1.88 0.04 1.65 0.021
C -3.40 -1.39 -0.55 -0.274
C -4.39 -2.03 -1.31 0.011
C -4.01 -2.85 -2.35 -0.033
C -2.65 -3.03 -2.60 -0.035
C -1.75 -2.38 -1.79 -0.133
N -2.09 -1.54 -0.80 0.029
H -4.85 -0.56 0.54 0.146
H -5.11 0.26 2.55 0.120
H -4.10 1.28 4.57 0.120
H -1.60 1.35 4.74 0.118
H -0.26 0.51 2.85 0.063
H -5.43 -1.89 -1.07 0.119
H -4.75 -3.35 -2.96 0.120
H -2.31 -3.68 -3.39 0.114
H -0.69 -2.53 -1.93 0.098
S 0.33 4.66 1.97 1.107
C -0.44 3.22 1.44 -0.450
N 0.24 2.43 0.67 -0.022
C 1.48 2.96 0.41 -0.341
C 2.47 2.41 -0.41 -0.061
C 3.67 3.08 -0.55 -0.055
C 3.90 4.30 0.10 -0.064
C 2.93 4.87 0.89 -0.077
C 1.73 4.20 1.04 -0.447
H -1.45 3.03 1.75 0.077
H 2.29 1.47 -0.91 0.076
H 4.44 2.66 -1.18 0.111
H 4.85 4.80 -0.03 0.110
H 3.10 5.81 1.40 0.112
```

***

3.
DFT (ωB97M-V with the def2-TZVPD basis set) results for a structure of composition C32H23N5S2V.

The spin multiplicity is 3. The calculation puts the relative energy (zero: lowest compared OMol25 entry of this formula, charge and spin) at 60.4 kcal per mole. The value obtained for the frontier orbital gap (spin up / spin down) is 6.40 / 6.53 eV. The value obtained for the total energy is -88358.8797 eV. As for the charge: +1.

```
63
Properties=species:S:1:pos:R:3:lowdin_charge:R:1
V 0.94 -0.50 -0.21 0.948
C -2.44 2.53 -2.83 -0.338
C -1.24 3.04 -3.22 -0.146
C 0.09 2.54 -3.21 -0.041
C 0.61 1.47 -2.51 -0.231
N -0.02 0.68 -1.63 -0.085
C -1.25 0.80 -1.02 -0.488
C 2.02 1.03 -2.61 -0.188
C 2.88 1.49 -3.60 -0.034
C 4.19 1.06 -3.64 -0.080
C 4.64 0.15 -2.69 -0.081
C 3.77 -0.32 -1.71 -0.105
C 2.44 0.09 -1.64 -0.104
H -3.34 3.12 -2.81 0.074
H -1.34 4.04 -3.62 0.118
H 0.79 3.12 -3.78 0.097
H -1.41 1.69 -0.37 0.165
H 2.53 2.19 -4.35 0.105
H 4.86 1.41 -4.42 0.105
H 5.66 -0.19 -2.71 0.104
H 4.17 -1.02 -0.99 0.081
S 3.40 1.07 3.20 1.042
C 2.43 2.40 2.76 -0.411
C 1.61 2.12 1.70 -0.193
C 1.77 0.80 1.18 -0.219
C 2.72 0.13 1.92 -0.536
C 3.14 -1.23 1.62 -0.310
C 4.14 -1.92 2.31 -0.013
C 4.45 -3.21 1.93 -0.039
C 3.77 -3.81 0.87 -0.047
C 2.80 -3.07 0.23 -0.118
N 2.49 -1.82 0.60 -0.024
H 2.50 3.33 3.30 0.069
H 0.94 2.86 1.28 0.093
H 4.67 -1.44 3.12 0.105
H 5.23 -3.76 2.45 0.118
H 4.00 -4.81 0.54 0.111
H 2.25 -3.47 -0.61 0.127
N -3.25 0.05 0.95 0.158
C -4.19 0.69 0.09 -0.176
C -5.40 0.95 0.72 -0.013
C -6.49 1.46 0.05 -0.045
C -6.41 1.71 -1.31 -0.050
C -5.21 1.48 -1.95 -0.094
C -4.08 1.00 -1.27 -0.330
S -2.64 0.88 -2.32 1.253
N -1.27 -0.42 -0.24 0.027
C -2.07 -0.56 0.75 -0.253
C -1.59 -1.52 1.80 -0.181
C -2.41 -2.10 2.74 0.005
C -1.84 -2.94 3.69 -0.027
C -0.49 -3.16 3.64 -0.014
C 0.26 -2.55 2.64 -0.073
N -0.27 -1.75 1.73 0.111
H -3.62 -0.08 1.87 0.126
H -5.50 0.73 1.78 0.123
H -7.41 1.65 0.59 0.120
H -7.26 2.08 -1.86 0.120
H -5.13 1.67 -3.01 0.117
H -3.48 -1.93 2.74 0.118
H -2.46 -3.41 4.44 0.122
H 0.01 -3.81 4.36 0.120
H 1.33 -2.73 2.57 0.105
```

***

4.
DFT (ωB97M-V with the def2-TZVPD basis set) results for a structure of composition C32H24AsN2O3PdS in a non-equilibrium geometry.

The spin multiplicity is 3. The calculation puts the relative energy (zero: lowest compared OMol25 entry of this formula, charge and spin) at 1.9 kcal per mole. The value obtained for the frontier orbital gap (spin up / spin down) is 7.21 / 5.48 eV. The value obtained for the total energy is -117851.0184 eV. As for the charge: -1.

```
64
Properties=species:S:1:pos:R:3:lowdin_charge:R:1
Pd -1.52 0.59 -1.01 0.747
O -2.36 -2.46 3.33 0.022
C -2.78 -3.31 2.39 -0.296
C -2.99 -4.65 2.75 -0.028
C -3.46 -5.56 1.82 -0.107
C -3.74 -5.16 0.52 -0.109
C -3.50 -3.85 0.15 -0.032
C -3.01 -2.92 1.06 -0.096
C -2.68 -1.55 0.59 -0.471
O -2.63 -1.33 -0.65 -0.091
N -2.43 -0.68 1.55 0.013
N -2.12 0.57 1.12 -0.062
C -1.86 1.47 2.00 -0.089
C -1.74 2.87 1.74 -0.168
C -1.64 3.74 2.84 -0.078
C -1.68 5.10 2.69 -0.136
C -1.78 5.64 1.41 -0.116
C -1.86 4.83 0.31 -0.029
C -1.87 3.41 0.42 -0.404
O -2.04 2.72 -0.64 -0.192
H -2.30 -1.56 2.87 0.055
H -2.78 -4.94 3.76 0.108
H -3.62 -6.58 2.12 0.093
H -4.13 -5.87 -0.19 0.091
H -3.67 -3.51 -0.86 0.115
H -1.81 1.17 3.06 0.127
H -1.58 3.30 3.83 0.100
H -1.63 5.75 3.56 0.084
H -1.82 6.72 1.29 0.093
H -1.95 5.24 -0.68 0.106
S -1.22 0.85 -3.36 0.583
C 0.49 0.96 -3.69 -0.729
C 0.86 0.88 -5.04 -0.153
C 2.18 0.98 -5.42 -0.110
C 3.17 1.16 -4.46 -0.112
C 2.81 1.24 -3.13 -0.120
C 1.49 1.13 -2.71 -0.404
As 1.02 1.28 -0.81 1.326
C 0.58 -0.62 -0.46 -0.476
C 0.54 -1.03 0.87 -0.140
C 0.29 -2.35 1.20 -0.083
C 0.07 -3.29 0.20 -0.079
C 0.14 -2.90 -1.13 -0.073
C 0.41 -1.58 -1.46 -0.125
C 2.90 1.11 -0.10 -0.382
C 3.52 2.28 0.34 -0.132
C 4.81 2.27 0.85 -0.101
C 5.50 1.07 0.94 -0.104
C 4.89 -0.10 0.53 -0.091
C 3.61 -0.08 0.02 -0.104
H 0.08 0.75 -5.77 0.086
H 2.45 0.91 -6.47 0.094
H 4.21 1.24 -4.75 0.090
H 3.58 1.39 -2.38 0.084
H 0.72 -0.30 1.66 0.110
H 0.24 -2.65 2.24 0.108
H -0.16 -4.31 0.46 0.108
H -0.01 -3.63 -1.91 0.107
H 0.50 -1.31 -2.51 0.085
H 2.96 3.22 0.27 0.095
H 5.27 3.19 1.17 0.096
H 6.51 1.06 1.33 0.095
H 5.42 -1.04 0.61 0.099
H 3.15 -1.01 -0.31 0.105
```

***

5.
DFT (ωB97M-V with the def2-TZVPD basis set) results for a structure of composition C32H24AuBrN6OS2.

The calculation puts the relative energy (zero: lowest compared OMol25 entry of this formula, charge and spin) at 0.0 kcal per mole. The value obtained for the frontier orbital gap is 6.34 eV. The value obtained for the total energy is -139953.0533 eV. As for the charge: +2.

```
67
Properties=species:S:1:pos:R:3:lowdin_charge:R:1
Au 0.10 -0.18 0.36 1.421
Br -4.13 -2.40 -5.25 0.830
C -3.21 -1.55 -3.85 -0.678
C -3.62 -0.27 -3.42 -0.057
C -2.95 0.39 -2.42 0.016
C -1.84 -0.19 -1.79 -0.318
O -1.28 0.53 -0.84 -0.200
C -1.42 -1.47 -2.22 -0.132
C -0.29 -2.16 -1.72 -0.020
N 0.50 -1.77 -0.77 -0.051
C 1.63 -2.51 -0.30 -0.184
C 2.19 -3.60 -0.91 0.032
C 3.29 -4.25 -0.32 -0.017
C 3.82 -3.81 0.87 0.016
C 3.27 -2.68 1.51 -0.125
C 3.77 -2.14 2.72 0.056
C 3.19 -1.03 3.26 0.003
C 2.11 -0.43 2.61 -0.058
N 1.62 -0.91 1.48 -0.037
C 2.18 -2.03 0.91 -0.151
C -2.13 -2.13 -3.26 -0.059
H -4.48 0.19 -3.89 0.122
H -3.27 1.37 -2.09 0.134
H -0.05 -3.11 -2.19 0.144
H 1.82 -3.97 -1.86 0.124
H 3.72 -5.11 -0.82 0.128
H 4.66 -4.32 1.31 0.135
H 4.61 -2.62 3.20 0.143
H 3.55 -0.59 4.18 0.130
H 1.63 0.46 3.00 0.120
H -1.80 -3.11 -3.59 0.122
S -4.90 -4.89 -0.20 1.062
C -3.83 -3.63 0.38 -0.497
C -4.11 -2.27 0.36 -0.042
C -3.15 -1.39 0.84 -0.154
N -1.96 -1.75 1.32 -0.006
C -1.72 -3.07 1.36 -0.157
C -2.59 -4.03 0.91 -0.083
C -6.26 -3.93 -0.83 -0.542
C -6.23 -3.48 -2.15 -0.092
C -7.29 -2.71 -2.59 -0.128
N -8.33 -2.38 -1.82 0.081
C -8.35 -2.84 -0.58 -0.119
C -7.34 -3.63 -0.03 -0.071
H -5.05 -1.89 -0.02 0.112
H -3.36 -0.32 0.81 0.112
H -0.76 -3.37 1.78 0.109
H -2.33 -5.08 0.98 0.113
H -5.41 -3.73 -2.81 0.077
H -7.31 -2.34 -3.61 0.107
H -9.22 -2.58 0.02 0.116
H -7.41 -3.99 0.99 0.114
N -2.23 5.00 4.49 0.123
C -0.97 4.65 4.21 -0.860
S 0.38 5.25 4.89 0.768
C -0.81 3.54 3.23 -0.220
C 0.04 3.69 2.13 0.008
C 0.27 2.62 1.30 -0.074
N -0.29 1.42 1.55 -0.126
C -1.14 1.26 2.58 -0.089
C -1.43 2.31 3.43 0.028
H -2.39 5.74 5.17 0.120
H -3.02 4.68 3.95 0.121
H 0.53 4.63 1.95 0.129
H 0.91 2.69 0.44 0.130
H -1.56 0.27 2.70 0.104
H -2.09 2.15 4.26 0.136
```

***

6.
DFT (ωB97M-V with the def2-TZVPD basis set) results for a structure of composition C32H24F4N5P2RuS2.

The spin multiplicity is 5. The calculation puts the relative energy (zero: lowest compared OMol25 entry of this formula, charge and spin) at 14.2 kcal per mole. The value obtained for the frontier orbital gap (spin up / spin down) is 5.38 / 5.25 eV. The value obtained for the total energy is -94694.5401 eV. As for the charge: +3.

```
70
Properties=species:S:1:pos:R:3:lowdin_charge:R:1
Ru 0.03 -0.14 0.68 0.633
C -0.16 -4.60 -1.17 0.020
C -1.34 -3.89 -0.98 0.006
C -1.30 -2.65 -0.40 -0.110
N -0.15 -2.09 0.01 -0.136
C 1.00 -2.78 -0.17 -0.136
C 1.03 -4.02 -0.76 0.006
H -0.17 -5.58 -1.63 0.140
H -2.30 -4.30 -1.29 0.134
H -2.21 -2.08 -0.24 0.077
H 1.91 -2.29 0.16 0.083
H 1.98 -4.52 -0.88 0.137
F 2.09 0.01 -0.85 -0.008
C 3.27 0.52 -1.33 -0.107
C 4.03 -0.36 -2.04 -0.140
F 3.57 -1.60 -2.16 0.128
C 5.26 0.02 -2.63 0.012
C 5.62 1.35 -2.45 -0.119
C 4.84 2.25 -1.72 -0.110
F 5.28 3.47 -1.58 0.194
C 3.63 1.87 -1.12 -0.023
C 2.86 2.81 -0.35 -0.070
C 1.77 2.30 0.39 -0.067
N 0.93 1.73 0.95 0.065
C 3.06 4.20 -0.26 -0.132
N 3.20 5.35 -0.21 0.286
F 6.74 1.83 -2.95 0.190
C 6.09 -0.93 -3.39 -0.079
C 7.26 -0.53 -4.04 -0.140
N 8.24 -0.25 -4.58 0.277
C 5.73 -2.29 -3.47 -0.153
N 5.44 -3.40 -3.53 0.241
C 2.98 -0.92 2.42 -0.213
P 1.18 -0.84 2.64 0.700
C 0.93 0.34 3.99 -0.235
C 0.66 -2.45 3.27 -0.214
H 3.45 -1.08 3.39 0.078
H 3.35 0.02 2.01 0.049
H 3.26 -1.74 1.76 0.050
H 1.42 -0.04 4.89 0.077
H -0.14 0.46 4.20 0.037
H 1.35 1.31 3.73 0.054
H 1.20 -2.66 4.20 0.079
H 0.87 -3.24 2.55 0.050
H -0.41 -2.44 3.49 0.057
S -1.27 0.82 -1.07 0.534
P -2.87 0.85 0.30 0.409
S -1.84 -0.06 1.86 0.464
C -3.37 2.48 0.69 -0.398
C -4.40 3.05 -0.08 -0.048
C -4.80 4.34 0.18 -0.021
C -4.20 5.06 1.22 -0.001
C -3.19 4.49 1.99 -0.031
C -2.77 3.21 1.73 -0.085
C -4.13 -0.18 -0.38 -0.444
C -4.98 -0.86 0.50 -0.073
C -6.03 -1.60 -0.01 -0.026
C -6.22 -1.68 -1.39 -0.010
C -5.37 -1.01 -2.27 -0.030
C -4.32 -0.26 -1.77 -0.095
H -4.88 2.49 -0.87 0.117
H -5.59 4.79 -0.41 0.131
H -4.54 6.07 1.43 0.133
H -2.75 5.06 2.80 0.127
H -1.99 2.77 2.34 0.084
H -4.85 -0.79 1.57 0.113
H -6.70 -2.12 0.66 0.129
H -7.04 -2.26 -1.78 0.131
H -5.54 -1.07 -3.33 0.129
H -3.68 0.28 -2.46 0.096
```

***

7.
DFT (ωB97M-V with the def2-TZVPD basis set) results for a structure of composition C32H24IrO2P in a non-equilibrium geometry.

The calculation puts the relative energy (zero: lowest compared OMol25 entry of this formula, charge and spin) at 78.2 kcal per mole. The value obtained for the frontier orbital gap (spin up / spin down) is 4.72 / 4.77 eV. The value obtained for the total energy is -49791.1769 eV. As for the charge: 0.

```
60
Properties=species:S:1:pos:R:3:lowdin_charge:R:1
Ir -0.01 -0.02 -0.07 1.114
C 5.32 -1.65 3.56 -0.076
C 4.37 -2.45 2.93 -0.074
C 3.44 -1.88 2.08 -0.077
C 3.46 -0.50 1.84 -0.320
C 4.42 0.30 2.46 -0.090
C 5.34 -0.28 3.32 -0.069
P 2.24 0.13 0.65 1.052
C 2.18 1.87 0.95 -0.358
C 2.07 2.39 2.24 -0.138
C 1.75 3.71 2.45 -0.101
C 1.53 4.58 1.35 -0.099
C 1.57 4.12 0.08 -0.060
C 1.75 2.67 -0.22 -0.253
C 3.03 -0.13 -0.96 -0.282
C 4.36 0.08 -1.20 -0.059
C 4.90 -0.21 -2.47 -0.066
C 4.11 -0.74 -3.45 -0.024
C 2.73 -0.99 -3.23 -0.175
C 1.89 -1.54 -4.23 -0.047
C 0.57 -1.75 -3.96 -0.078
C 0.02 -1.41 -2.70 -0.103
C 0.79 -0.87 -1.71 -0.279
C 2.18 -0.66 -1.97 -0.213
H 6.03 -2.09 4.25 0.105
H 4.36 -3.52 3.11 0.107
H 2.70 -2.50 1.60 0.109
H 4.46 1.36 2.26 0.105
H 6.09 0.34 3.80 0.107
H 2.23 1.74 3.10 0.107
H 1.70 4.10 3.46 0.089
H 1.34 5.63 1.53 0.103
H 1.38 4.78 -0.76 0.105
H 2.41 2.52 -1.07 0.118
H 5.00 0.47 -0.42 0.110
H 5.95 -0.02 -2.66 0.104
H 4.53 -1.00 -4.42 0.114
H 2.32 -1.80 -5.19 0.109
H -0.08 -2.17 -4.72 0.103
H -1.03 -1.60 -2.52 0.096
C -0.62 -1.72 0.77 -0.190
C -0.94 -2.76 1.31 -0.124
C -1.32 -3.98 1.96 -0.266
C -1.49 -4.03 3.35 -0.041
C -1.80 -5.23 3.97 -0.088
C -1.95 -6.39 3.23 -0.095
C -1.81 -6.34 1.85 -0.088
C -1.51 -5.15 1.22 -0.040
H -1.38 -3.12 3.93 0.113
H -1.92 -5.26 5.05 0.101
H -2.17 -7.33 3.72 0.099
H -1.93 -7.24 1.26 0.101
H -1.40 -5.10 0.14 0.113
C 0.80 2.59 -2.93 -0.044
O -0.15 2.39 -1.89 -0.055
C 0.31 2.12 -0.63 -0.553
O -0.59 1.99 0.25 -0.041
H 0.22 2.71 -3.84 0.100
H 1.46 1.73 -3.04 0.090
H 1.40 3.50 -2.76 0.091
```